1.
14 unconnected molecules or ions with the total composition C14H56N28O14 at a distorted geometry. Source: the Open Molecules 2025 dataset; level of theory: ωB97M-V/def2-TZVPD.

**HOMO**: -8.12 eV
**Energy above the lowest of the compared OMol25 structures with the same formula, charge and spin**: 256.33 kcal/mol
**Kohn-Sham gap**: 8.03 eV
**E_tot**: -3153.87807 a.u.

ORCA input file:
```
! RIJCOSX wB97M-V def2-TZVPD def2/J DEFGRID3
* xyz 0 1
C -1.575 -3.972 -2.274
O -1.420 -2.810 -1.970
N -1.580 -4.977 -1.388
N -1.944 -4.348 -3.430
H -1.121 -4.786 -0.509
H -1.963 -5.881 -1.628
H -2.129 -5.307 -3.686
H -2.183 -3.609 -4.076
C -0.550 0.893 4.622
O -1.233 0.153 3.967
N -0.938 1.974 5.160
N 0.539 0.530 4.996
H -0.165 2.607 5.310
H -1.840 2.247 4.797
H 0.976 -0.241 4.512
H 0.948 1.197 5.635
C -3.115 1.812 0.108
O -1.976 2.095 0.342
N -3.993 1.482 0.958
N -3.591 1.820 -1.077
H -4.798 1.596 0.358
H -3.900 1.756 1.925
H -4.525 1.544 -1.342
H -2.979 2.191 -1.790
C -3.569 -2.415 1.399
O -4.406 -3.107 0.951
N -3.413 -1.924 2.639
N -2.501 -2.053 0.770
H -2.720 -1.207 2.801
H -4.181 -2.067 3.279
H -1.712 -1.541 1.138
H -2.191 -2.514 -0.073
C 4.422 0.766 3.671
O 4.960 1.696 4.280
N 3.618 0.914 2.633
N 4.437 -0.477 4.025
H 3.784 1.784 2.148
H 3.310 0.085 2.146
H 4.836 -0.803 4.894
H 3.825 -1.125 3.551
C 2.952 -4.384 2.148
O 3.396 -5.486 2.070
N 3.137 -3.413 1.308
N 2.162 -3.842 3.079
H 2.463 -2.674 1.171
H 3.731 -3.705 0.545
H 1.755 -2.928 2.938
H 1.967 -4.434 3.874
C -2.507 -1.018 -4.600
O -2.233 -2.156 -4.992
N -2.546 -0.673 -3.379
N -2.885 -0.005 -5.300
H -2.051 -1.217 -2.687
H -2.468 0.284 -3.066
H -3.063 -0.192 -6.276
H -2.821 0.918 -4.895
C -1.249 3.453 -2.957
O -1.550 2.288 -3.098
N -1.251 4.079 -1.821
N -1.025 4.236 -3.936
H -1.351 3.411 -1.071
H -0.866 5.009 -1.735
H -1.095 3.902 -4.887
H -1.165 5.227 -3.802
C 2.148 -4.337 -2.890
O 1.657 -5.430 -2.665
N 1.391 -3.305 -3.151
N 3.350 -3.853 -2.521
H 0.404 -3.332 -2.939
H 1.713 -2.369 -3.352
H 3.940 -4.519 -2.042
H 3.676 -2.897 -2.536
C 2.448 0.154 -4.437
O 1.740 -0.690 -3.904
N 3.737 0.265 -4.336
N 2.038 0.847 -5.444
H 4.348 0.649 -5.042
H 4.099 -0.339 -3.611
H 1.303 0.386 -5.961
H 2.235 1.832 -5.547
C -4.617 2.040 4.090
O -3.583 2.593 3.737
N -4.681 0.752 3.889
N -5.615 2.524 4.782
H -5.569 0.305 4.064
H -3.984 0.215 3.392
H -5.566 3.531 4.837
H -6.368 1.895 5.022
C 4.909 0.728 -0.850
O 4.817 -0.225 -1.553
N 4.157 1.751 -0.965
N 5.749 0.977 0.110
H 3.352 1.763 -1.575
H 4.136 2.507 -0.296
H 5.690 1.893 0.530
H 6.532 0.365 0.295
C 0.541 4.601 1.116
O 0.950 5.650 0.685
N -0.572 4.449 1.839
N 1.265 3.556 1.062
H -0.873 3.555 2.200
H -0.851 5.359 2.177
H 2.247 3.636 0.839
H 0.745 2.694 0.979
C 0.501 -0.551 0.319
O 1.238 -1.479 0.585
N 0.049 0.284 1.160
N 0.295 -0.228 -0.922
H -0.493 1.124 1.014
H 0.143 0.171 2.159
H -0.417 0.480 -1.034
H 0.767 -0.636 -1.716
*
```

2.
A gas-phase ion, CHN4 (charge -1) at a distorted geometry. Source: the Open Molecules 2025 dataset; level of theory: ωB97M-V/def2-TZVPD.

**HOMO (alpha / beta)**: -0.79 / -3.12 eV
**Energy above the lowest of the compared OMol25 structures with the same formula, charge and spin**: 0.00 kcal/mol
**Kohn-Sham gap (alpha / beta)**: 5.82 / 7.11 eV
**<S²>**: 2.013
**E_tot**: -257.58282 a.u.

ORCA input file:
```
! RIJCOSX wB97M-V def2-TZVPD def2/J DEFGRID3
* xyz -1 3
C 0.416 0.303 -0.035
N 2.461 -0.590 -0.042
N 1.277 -0.943 0.063
N 0.915 1.407 0.023
N 3.070 0.411 0.008
H -0.689 0.112 -0.167
*
```

3.
A gas-phase ion, C5H12NOS (charge -1) at a distorted geometry. Source: the Open Molecules 2025 dataset; level of theory: ωB97M-V/def2-TZVPD.

**HOMO**: -2.01 eV
**Energy above the lowest of the compared OMol25 structures with the same formula, charge and spin**: 87.04 kcal/mol
**Kohn-Sham gap**: 5.14 eV
**E_tot**: -725.81587 a.u.

ORCA input file:
```
! RIJCOSX wB97M-V def2-TZVPD def2/J DEFGRID3
* xyz -1 1
C -2.111 1.549 0.920
O -1.732 2.680 1.701
C -0.588 0.891 0.448
C -0.914 -0.080 -0.715
C 0.216 -1.069 -0.943
S 0.698 -2.249 0.354
C 2.596 -2.238 -0.100
N 0.194 2.071 0.190
H -2.729 0.893 1.545
H -2.451 1.649 -0.127
H -0.273 0.372 1.376
H -1.796 -0.685 -0.525
H -1.059 0.513 -1.636
H 1.108 -0.440 -1.072
H 0.181 -1.648 -1.862
H 2.579 -2.105 -1.198
H 3.114 -1.447 0.434
H 2.890 -3.161 0.398
H -0.862 2.840 1.194
H 0.940 1.664 -0.381
*
```

4.
A molecular structure, C29H47Sn at a distorted geometry. Source: the Open Molecules 2025 dataset; level of theory: ωB97M-V/def2-TZVPD.

**HOMO**: -0.89 eV
**Energy above the lowest of the compared OMol25 structures with the same formula, charge and spin**: 43.87 kcal/mol
**Kohn-Sham gap**: 3.80 eV
**E_tot**: -1347.37225 a.u.

ORCA input file:
```
! RIJCOSX wB97M-V def2-TZVPD def2/J DEFGRID3
* xyz -1 1
C 0.561 3.639 -1.419
C 1.085 2.567 -0.435
C 0.294 1.290 -0.408
C 0.673 0.271 0.557
Sn 1.382 -1.415 -0.770
C -0.429 -2.171 -1.717
C -1.473 -2.609 -0.675
C -1.769 -4.118 -0.697
C -2.799 -4.538 0.354
C 2.900 -0.981 -2.271
C 3.176 -2.167 -3.216
C 2.774 -1.945 -4.684
C 1.291 -1.682 -4.927
C 2.184 -3.021 0.470
C 2.388 -2.681 1.953
C 3.868 -2.653 2.371
C 4.065 -2.219 3.820
H 1.911 -1.722 2.224
H 1.196 4.532 -1.346
H 0.587 3.240 -2.440
H -0.466 3.973 -1.191
H 2.128 2.250 -0.703
H 1.131 3.026 0.581
H -1.317 2.099 0.333
H -0.273 1.053 -1.337
H 1.553 0.514 1.191
H -0.139 -0.262 1.119
H -0.782 -1.327 -2.326
H -0.080 -2.993 -2.358
H -1.173 -2.319 0.350
H -2.417 -2.067 -0.863
H -2.128 -4.382 -1.698
H -0.838 -4.684 -0.559
H -3.057 -5.597 0.249
H -2.398 -4.387 1.362
H -3.715 -3.945 0.251
H 2.562 -0.074 -2.790
H 3.775 -0.761 -1.640
H 4.261 -2.355 -3.196
H 2.716 -3.097 -2.840
H 3.360 -1.103 -5.073
H 3.082 -2.831 -5.256
H 1.103 -1.579 -6.002
H 0.671 -2.515 -4.577
H 0.944 -0.758 -4.446
H 1.443 -3.820 0.327
H 3.121 -3.271 -0.046
H 1.875 -3.453 2.552
H 4.288 -3.654 2.219
H 4.432 -1.994 1.700
H 5.121 -2.257 4.101
H 3.717 -1.193 3.966
H 3.506 -2.875 4.494
C -2.332 2.296 0.760
C -2.319 1.989 2.239
C -2.986 0.844 2.720
C -2.726 0.362 4.011
C -1.850 1.077 4.851
C -1.233 2.261 4.414
C -1.450 2.692 3.089
C -2.708 3.618 0.187
C -3.533 3.654 -0.948
C -3.661 4.825 -1.698
C -2.961 5.976 -1.315
C -2.219 5.987 -0.119
C -2.155 4.818 0.660
H -3.007 1.558 0.310
H -3.612 0.282 2.031
H -3.206 -0.552 4.382
H -1.683 0.748 5.881
H -0.584 2.861 5.076
H -0.860 3.504 2.670
H -4.045 2.748 -1.238
H -4.309 4.856 -2.580
H -3.046 6.900 -1.891
H -1.701 6.894 0.220
H -1.683 4.820 1.651
*
```

5.
A single C6H10 molecule at a distorted geometry. Source: the Open Molecules 2025 dataset; level of theory: ωB97M-V/def2-TZVPD.

**HOMO**: -5.71 eV
**Energy above the lowest of the compared OMol25 structures with the same formula, charge and spin**: 176.64 kcal/mol
**Kohn-Sham gap**: 4.10 eV
**E_tot**: -234.32102 a.u.

ORCA input file:
```
! RIJCOSX wB97M-V def2-TZVPD def2/J DEFGRID3
* xyz 0 1
C -2.601 -0.575 -0.128
C -2.081 0.539 0.539
C 3.018 -0.607 -0.348
C 1.856 0.118 -0.331
C 0.608 -0.140 0.029
C -0.585 0.821 0.207
H -2.602 -0.613 -1.219
H -1.809 -1.040 0.388
H -3.553 -1.061 0.066
H -2.161 0.512 1.573
H -0.388 1.587 -0.642
H 3.946 -0.035 -0.339
H 3.098 -1.729 -0.249
H 1.901 1.274 -0.493
H 0.317 -1.225 0.128
H -0.044 1.396 0.973
*
```

6.
A single C5H9NO molecule. Source: the Open Molecules 2025 dataset; level of theory: ωB97M-V/def2-TZVPD.

**HOMO**: -8.41 eV
**SMILES string**: C=C(/N=C\C)OC
**Energy above the lowest of the compared OMol25 structures with the same formula, charge and spin**: 54.96 kcal/mol
**Kohn-Sham gap**: 9.39 eV
**E_tot**: -325.84997 a.u.

ORCA input file:
```
! RIJCOSX wB97M-V def2-TZVPD def2/J DEFGRID3
* xyz 0 1
C -0.492 -0.955 -2.181
C -0.359 -0.283 -1.039
N 0.722 0.561 -0.842
C 1.488 0.550 0.157
C 1.491 -0.385 1.322
O -1.318 -0.414 -0.057
C -1.726 0.769 0.592
H 0.277 -0.917 -2.929
H -1.338 -1.595 -2.342
H 2.270 1.307 0.155
H 0.687 -1.113 1.251
H 2.447 -0.907 1.354
H 1.394 0.178 2.250
H -2.190 1.463 -0.117
H -2.460 0.463 1.336
H -0.894 1.279 1.089
*
```